The following is a DFT calculation (ωB97M-V with the def2-TZVPD basis set) of a molecular structure, C52H70IrN3O2PSSe at a distorted geometry.

The geometry in ORCA input format:
```
! RIJCOSX wB97M-V def2-TZVPD def2/J DEFGRID3
* xyz 1 1
Ir -1.215 0.301 -0.954
C 4.513 -4.100 1.662
C 3.915 -4.701 0.379
C 3.121 -5.969 0.733
C 5.065 -5.098 -0.548
C 2.983 -3.678 -0.262
C 1.864 -3.233 0.423
C 1.049 -2.265 -0.127
Se -0.627 -1.838 0.679
C -0.181 -0.726 2.173
C 0.417 -1.286 3.282
C 0.492 -0.569 4.468
C -0.123 0.679 4.473
C -0.770 1.263 3.388
C -0.729 0.575 2.141
O -1.172 1.085 1.019
C -1.531 2.574 3.656
C -0.535 3.671 4.060
C -2.525 2.332 4.809
C -2.339 3.099 2.466
C 1.097 -1.209 5.713
C 2.552 -1.614 5.432
C 1.089 -0.267 6.918
C 0.272 -2.456 6.072
C 1.273 -1.666 -1.379
O 0.497 -0.702 -1.837
C 2.363 -2.202 -2.135
C 3.168 -3.165 -1.545
C 2.600 -1.772 -3.586
C 1.332 -2.117 -4.391
C 3.781 -2.500 -4.232
C 2.905 -0.270 -3.643
H 5.076 -4.861 2.206
H 3.734 -3.717 2.323
H 5.188 -3.277 1.419
H 3.799 -6.736 1.112
H 2.617 -6.361 -0.152
H 2.369 -5.776 1.499
H 5.729 -5.790 -0.028
H 5.653 -4.228 -0.844
H 4.692 -5.599 -1.443
H 1.615 -3.644 1.394
H 0.806 -2.294 3.210
H -0.135 1.234 5.400
H 0.023 3.402 4.958
H -1.067 4.604 4.258
H 0.183 3.849 3.258
H -2.018 2.132 5.752
H -3.176 1.486 4.582
H -3.155 3.213 4.947
H -1.682 3.378 1.646
H -2.895 3.986 2.777
H -3.053 2.362 2.098
H 3.155 -0.731 5.213
H 2.626 -2.297 4.584
H 2.975 -2.111 6.307
H 1.646 0.648 6.709
H 1.565 -0.762 7.765
H 0.072 -0.007 7.217
H 0.274 -3.186 5.261
H -0.763 -2.178 6.275
H 0.678 -2.939 6.963
H 3.987 -3.548 -2.134
H 1.169 -3.196 -4.387
H 1.437 -1.787 -5.429
H 0.457 -1.643 -3.950
H 3.610 -3.576 -4.296
H 4.705 -2.313 -3.684
H 3.916 -2.121 -5.247
H 2.118 0.296 -3.159
H 2.993 0.064 -4.679
H 3.848 -0.063 -3.133
N -5.129 -1.925 -0.555
C -5.127 -1.808 0.817
C -5.966 -2.339 1.788
C -5.673 -2.031 3.099
C -4.568 -1.234 3.424
C -3.741 -0.702 2.456
C -4.025 -0.987 1.121
N -3.396 -0.626 -0.066
C -4.076 -1.206 -1.020
C -3.700 -1.156 -2.411
C -4.437 -1.611 -3.463
S -3.552 -1.472 -4.913
C -2.251 -0.799 -4.032
N -2.457 -0.679 -2.755
H -5.761 -2.481 -1.104
H -6.801 -2.974 1.526
H -6.303 -2.409 3.892
H -4.354 -1.036 4.466
H -2.902 -0.088 2.736
H -5.449 -1.982 -3.460
H -1.353 -0.493 -4.540
C -2.934 2.659 -3.173
C -1.996 3.478 -2.275
C -2.612 3.559 -0.874
C -1.854 4.871 -2.880
P -0.415 2.429 -2.126
C 0.163 2.429 -3.858
C 0.110 1.219 -4.543
C 0.399 1.148 -5.896
C 0.773 2.295 -6.579
C 0.893 3.495 -5.891
C 0.584 3.568 -4.542
C 0.987 3.285 -1.164
C 0.891 4.807 -1.074
C 2.317 2.884 -1.814
C 0.976 2.711 0.257
H -3.873 3.199 -3.306
H -3.156 1.696 -2.713
H -2.501 2.484 -4.160
H -3.633 3.942 -0.928
H -2.035 4.222 -0.227
H -2.646 2.571 -0.408
H -2.835 5.351 -2.872
H -1.522 4.825 -3.915
H -1.178 5.509 -2.317
H -0.109 0.331 -3.967
H 0.338 0.202 -6.421
H 0.995 2.251 -7.637
H 1.238 4.383 -6.404
H 0.690 4.514 -4.031
H 0.967 5.288 -2.048
H 1.727 5.164 -0.468
H -0.027 5.131 -0.584
H 2.476 3.369 -2.775
H 2.374 1.804 -1.961
H 3.131 3.174 -1.146
H 0.038 2.925 0.767
H 1.795 3.147 0.833
H 1.112 1.628 0.239
*
```

- energy (Eh) = -5583.340750
- HOMO level (eV) = -9.77
- frontier orbital gap (eV) = 6.126